Entry from OMol25: a 7-piece molecular cluster, H13O7 overall (ωB97M-V with the def2-TZVPD basis set).

Values from the calculation:
Charge: -1
DFT total energy: -534.55377 hartree
Energy above the lowest of the compared OMol25 structures with the same formula, charge and spin: 8.59 kcal/mol
HOMO: -0.2083 Eh
Kohn-Sham gap: 9.19 eV

XYZ file:
```
20
H13O7, DFT ωB97M-V with the def2-TZVPD basis set
O 1.781 -1.282 -1.733
H 1.841 -0.998 -0.786
O -0.550 -1.395 1.613
H -0.843 -1.631 0.717
H -1.058 -0.539 1.552
O -1.101 -1.773 -1.196
H -1.254 -0.878 -1.082
H -0.165 -1.750 -1.373
O 0.947 2.070 -0.075
H 2.528 -0.925 -2.287
H 1.321 1.975 -0.945
O -1.417 0.798 -0.624
H 0.063 1.703 -0.203
H -1.957 1.246 -1.232
O 1.839 -0.414 0.807
H 0.960 -0.631 1.118
H 1.897 0.556 0.699
O -1.792 1.002 1.962
H -1.320 1.812 2.194
H -1.720 1.054 0.873
```

=====

Entry from OMol25: a 7-piece molecular cluster, H14O6S overall (ωB97M-V with the def2-TZVPD basis set).

Values from the calculation:
Charge: 0
DFT total energy: -858.00040 hartree
Energy above the lowest of the compared OMol25 structures with the same formula, charge and spin: 24.25 kcal/mol
HOMO: -0.3650 Eh
Kohn-Sham gap: 10.05 eV

XYZ file:
```
21
H14O6S, DFT ωB97M-V with the def2-TZVPD basis set
O -0.124 1.314 -1.153
H 0.705 0.847 -0.778
H 0.231 2.272 -1.099
O 0.382 -1.825 1.751
H 0.315 -2.196 0.873
H -0.118 -1.002 1.881
O -2.302 0.593 0.041
H -2.957 0.283 -0.648
H -1.385 0.594 -0.358
O -1.224 0.285 2.631
H -1.193 -0.614 2.921
H -1.584 0.370 1.720
O 1.819 0.435 0.619
H 1.348 0.902 1.394
H 1.821 -0.497 0.781
O 0.742 2.179 2.199
H 0.308 2.597 1.476
H 0.083 1.512 2.459
S 0.437 -1.633 -3.389
H 0.486 -0.429 -2.843
H 0.596 -2.350 -2.251
```

=====

Entry from OMol25: a 7-piece molecular cluster, H14O6S2 overall (ωB97M-V with the def2-TZVPD basis set).

Values from the calculation:
Charge: 0
DFT total energy: -1256.14078 hartree
Energy above the lowest of the compared OMol25 structures with the same formula, charge and spin: 52.84 kcal/mol
HOMO: -0.3317 Eh
Kohn-Sham gap: 9.10 eV

XYZ file:
```
22
H14O6S2, DFT ωB97M-V with the def2-TZVPD basis set
S 3.660 0.563 -1.180
S 4.388 -1.148 -0.242
H 2.404 0.344 -0.633
H 5.705 -0.802 0.218
O -1.043 -0.143 -1.572
H -0.528 -0.556 -2.232
H -1.900 -0.401 -1.747
O 1.903 -3.291 1.363
H 2.803 -2.981 1.103
H 1.388 -2.547 1.715
O -3.967 -0.046 0.660
H -4.140 0.737 1.031
H -4.496 -0.615 1.249
O -5.705 1.607 -1.071
H -5.363 0.659 -1.177
H -5.171 2.032 -0.438
O -4.347 4.817 1.592
H -4.910 5.266 2.195
H -3.634 5.449 1.248
O -0.572 -2.092 1.370
H -0.741 -2.789 0.636
H -0.338 -1.256 0.835
```

=====

Entry from OMol25: a 7-piece molecular cluster, H14O6S2 overall (ωB97M-V with the def2-TZVPD basis set).

Values from the calculation:
Charge: +1
DFT total energy: -1255.87312 hartree
Energy above the lowest of the compared OMol25 structures with the same formula, charge and spin: 7.84 kcal/mol
HOMO (spin up / spin down): -0.5051 / -0.5051 Eh
Kohn-Sham gap (spin up / spin down): 8.28 / 4.29 eV
Spin multiplicity: 2
<S²>: 0.7549

XYZ file:
```
22
H14O6S2, DFT ωB97M-V with the def2-TZVPD basis set
S 1.245 0.693 -2.797
S 2.643 -0.577 -3.577
H 0.321 -0.310 -2.626
H 2.827 -1.281 -2.426
H 0.346 -0.242 1.784
H -0.893 -0.949 2.233
O -0.455 -0.105 2.266
H -1.310 1.510 2.266
H -0.563 2.795 2.215
O -1.416 2.450 1.996
H -1.763 -1.956 -1.431
H -1.308 -0.443 -0.981
O -1.046 -1.383 -1.175
H -1.635 1.845 -1.114
H -1.237 1.529 0.312
O -1.196 1.165 -0.586
H -0.053 -1.996 0.120
H 0.340 -3.348 0.907
O 0.129 -2.410 0.991
H 1.592 0.644 -0.183
H 1.779 1.647 1.030
O 1.653 0.727 0.776
```

=====

Entry from OMol25: a 7-piece molecular cluster, H14O7 overall (ωB97M-V with the def2-TZVPD basis set).

Values from the calculation:
Charge: -1
DFT total energy: -535.04133 hartree
Energy above the lowest of the compared OMol25 structures with the same formula, charge and spin: 17.93 kcal/mol
HOMO (spin up / spin down): 0.0166 / -0.2830 Eh
Kohn-Sham gap (spin up / spin down): 2.23 / 10.30 eV
Spin multiplicity: 2
<S²>: 0.7505

XYZ file:
```
21
H14O7, DFT ωB97M-V with the def2-TZVPD basis set
O -0.044 -2.629 2.553
H 0.686 -2.056 2.320
H 0.367 -3.467 2.765
O 2.536 -1.395 1.391
H 3.084 -1.329 0.610
H 3.020 -1.978 1.976
O -0.083 -0.138 -0.736
H 0.204 -0.625 0.037
H -0.755 0.459 -0.407
O 0.952 0.958 2.129
H 1.657 0.423 1.765
H 1.142 1.846 1.826
O -0.176 -1.290 -3.376
H -0.195 -0.450 -2.916
H -1.040 -1.361 -3.782
O -1.191 3.569 -0.094
H -1.156 2.806 -0.671
H -0.280 3.726 0.152
O -2.623 1.173 -2.025
H -2.958 0.302 -2.238
H -3.150 1.456 -1.277
```

=====

Entry from OMol25: a 7-piece molecular cluster, H14O7 overall (ωB97M-V with the def2-TZVPD basis set).

Values from the calculation:
Charge: 0
DFT total energy: -535.00563 hartree
Energy above the lowest of the compared OMol25 structures with the same formula, charge and spin: 74.18 kcal/mol
HOMO: -0.3546 Eh
Kohn-Sham gap: 9.26 eV

XYZ file:
```
21
H14O7, DFT ωB97M-V with the def2-TZVPD basis set
O 0.091 1.332 -0.679
H 0.214 1.015 0.223
H -0.816 1.085 -0.892
O 3.799 1.381 -0.639
H 2.908 1.660 -0.876
H 3.956 1.799 0.215
O -1.561 0.525 1.598
H -2.129 -0.030 2.144
H -1.763 0.252 0.696
O -1.753 3.898 -0.004
H -2.132 4.371 -0.753
H -2.466 3.323 0.296
O -4.417 -2.915 -0.854
H -4.978 -2.768 -0.084
H -3.971 -2.071 -0.984
O 1.186 -1.616 0.170
H 1.033 -1.054 -0.597
H 1.359 -0.994 0.886
O 3.001 -2.857 0.330
H 2.989 -2.083 0.905
H 3.023 -2.488 -0.560
```